1.
The following is a DFT calculation (ωB97M-V/def2-TZVPD) of a molecular structure, C37H47Cl2F3InN7O5S2Si4Te.

Values from the calculation:
HOMO energy ... -1.922 eV
LUMO level ... 0.12860 hartree
Total charge ... -2
DFT total energy ... -5830.46329 hartree

XYZ file:
```
109
C37H47Cl2F3InN7O5S2Si4Te ωB97M-V/def2-TZVPD
H -2.543 -0.166 -3.439
H -1.758 7.102 -1.411
C -2.919 -2.922 2.212
C -1.199 -6.877 2.302
C -2.989 0.652 -4.011
C -4.520 -1.016 1.848
C -4.359 2.049 -1.671
C 0.780 -5.829 3.170
Cl 0.876 -8.520 2.991
H 2.341 0.132 -1.817
H 3.092 1.834 5.140
C 3.717 0.997 -0.421
C 0.083 -6.974 2.802
H 2.899 3.559 -4.166
H 0.013 5.324 -4.839
H 4.115 -2.347 5.276
Si -1.134 4.756 -0.877
C 1.720 0.416 4.300
C 3.462 -1.522 5.031
H 4.589 0.587 -0.911
H -4.049 4.495 -3.700
H 1.693 1.278 -5.191
C -0.034 4.301 -5.219
C -1.128 -4.471 2.516
N -1.629 -3.177 2.396
H -1.654 1.412 2.392
H -1.963 3.825 1.274
F 0.673 -4.797 -3.271
H 1.774 -5.906 3.578
N 0.803 -3.357 3.346
H -5.321 1.719 -2.075
H -3.925 2.314 1.932
H 4.238 -4.237 2.424
Si -3.101 2.261 -3.057
H 0.423 6.260 0.332
C -1.804 -5.634 2.159
C 2.272 -1.803 4.366
O 2.719 -4.131 4.431
C 0.202 -4.571 3.028
N -2.232 -0.555 2.324
H 0.923 4.569 0.526
C -3.821 3.563 -4.222
C 1.463 1.926 0.912
H 3.555 -6.300 1.635
N 3.902 -4.266 1.474
In 0.080 -1.704 1.787
C 3.677 -3.049 0.943
O -0.895 -2.302 -3.522
C 2.722 2.217 1.406
H -1.124 6.291 -2.852
H -2.416 5.534 1.113
F 0.232 -5.023 -1.169
H 0.996 1.163 3.984
O -1.549 -2.584 -1.180
H 0.583 2.268 1.445
Si 0.490 3.037 -3.914
H 2.525 -2.125 -0.432
C 3.772 -0.211 5.324
F -1.359 -5.180 -2.633
N 6.188 2.369 1.667
H -4.520 2.986 -1.133
H 4.702 0.039 5.821
H -5.268 -1.780 1.691
C -1.756 6.162 -1.970
H -5.795 0.685 1.561
C -2.498 0.745 2.243
H -2.804 -5.562 1.765
O 0.809 -2.259 -1.777
C 3.221 -5.464 1.025
C -2.320 4.586 0.575
S -0.515 -2.698 -2.183
C -0.239 -4.516 -2.323
C 1.318 1.206 -0.269
H -3.992 0.340 -4.318
C 3.853 1.756 0.737
H 2.836 2.780 2.324
Te -0.588 0.601 -0.972
H 2.361 -3.791 -0.434
H -3.148 3.805 -5.045
H 2.165 4.635 -2.969
C 2.191 3.605 -3.333
N 2.949 -3.008 -0.189
H -3.313 4.276 0.245
N 1.411 -0.847 4.020
C -4.793 0.337 1.780
C -3.761 1.245 1.984
Cl -2.101 -8.298 1.840
H -2.376 0.766 -4.909
H -2.771 5.971 -2.328
O -3.889 -3.689 2.132
Si -1.010 2.794 -2.128
S 4.309 -1.655 1.647
C 1.938 -3.250 4.022
H -4.027 1.307 -0.942
C -3.218 -1.428 2.124
H 3.470 -5.682 -0.016
H 0.645 4.226 -6.074
H -1.049 4.132 -5.579
H 2.574 2.982 -2.523
C 2.883 0.789 4.948
H -4.751 3.177 -4.650
C 0.526 5.299 -0.180
H 2.135 -5.387 1.124
H -0.027 1.288 -5.612
C 2.453 0.740 -0.927
C 5.155 2.072 1.258
H 1.274 5.413 -0.968
H 0.502 0.534 -4.118
C 0.683 1.380 -4.786
```

2.
The following is a DFT calculation (ωB97M-V/def2-TZVPD) of 3 unconnected molecules or ions with the total composition C2H2FNO2 in a non-equilibrium geometry.

Values from the calculation:
HOMO energy (spin up / spin down) ... -7.284 / -11.971 eV
LUMO level (spin up / spin down) ... 0.00957 / -0.19023 hartree
DFT total energy ... -382.26232 hartree
Multiplicity ... 3

XYZ file:
```
8
C2H2FNO2 ωB97M-V/def2-TZVPD
N -1.064 -1.263 0.660
H -0.715 1.910 -0.405
H -0.522 -1.733 1.400
C -1.203 -0.277 0.041
C 1.500 -3.163 0.792
O -1.547 0.385 -0.804
F -0.119 2.489 0.120
O 2.560 -3.238 0.386
```

3.
The following is a DFT calculation (ωB97M-V/def2-TZVPD) of a molecular structure, C14H12FeNO3 in a non-equilibrium geometry.

Values from the calculation:
HOMO energy (spin up / spin down) ... -10.560 / -12.483 eV
LUMO level (spin up / spin down) ... -0.13383 / -0.23779 hartree
Total charge ... +1
DFT total energy ... -2084.41476 hartree
Multiplicity ... 5

XYZ file:
```
31
C14H12FeNO3 ωB97M-V/def2-TZVPD
C 2.452 1.676 2.619
H -0.522 -0.755 1.331
H -2.879 -0.652 0.685
C 2.182 -1.018 2.110
C 1.386 1.165 1.874
C -3.083 1.547 -1.088
H 0.552 -2.293 -0.673
C -0.792 -0.967 0.296
H 0.595 1.798 1.458
H -3.595 -1.836 -1.436
H 1.997 -2.070 1.861
C -2.133 -0.897 -0.088
H 4.266 1.151 3.659
O -2.261 1.804 -4.340
H 0.388 -0.671 -2.868
C 3.415 0.784 3.097
H -1.846 -1.863 -3.362
H 2.480 2.743 2.800
C -0.586 1.715 -1.552
C 0.233 -1.230 -0.717
H 1.165 -0.684 -0.516
C -2.061 1.122 -3.416
C -1.615 -1.515 -2.360
C -0.354 -0.912 -2.088
O 0.225 2.480 -1.209
N 1.299 -0.138 1.652
Fe -1.827 0.501 -1.807
C -2.567 -1.476 -1.328
H 3.958 -1.340 3.234
O -3.749 2.418 -0.692
C 3.275 -0.585 2.863
```